# C4H5O2S2

An isolated ion of composition C4H5O2S2 and charge -1 at a distorted geometry (ωB97M-V/def2-TZVPD, the OMol25 dataset).

CARTESIAN COORDINATES (ANGSTROEM)
S (1.764, -1.578, 0.251)
S (1.752, 0.697, 0.332)
O (1.565, 0.923, -1.124)
O (3.113, 1.031, 0.750)
C (0.082, -1.730, -0.413)
C (-0.818, -0.791, 0.370)
C (-0.968, 0.516, 0.222)
C (-1.445, 1.739, 0.118)
H (-0.401, -2.715, -0.180)
H (-0.968, 2.684, 0.302)
H (-0.158, -1.290, -1.430)
H (-1.149, -1.228, 1.248)
H (-2.369, 1.742, -0.447)

Results
Charge ... -1
Kohn-Sham gap ... 7.35 eV
HOMO energy ... -3.71 eV


# C4H5O3P

A 2-piece molecular cluster, C4H5O3P overall at a distorted geometry (ωB97M-V/def2-TZVPD, the OMol25 dataset).

CARTESIAN COORDINATES (ANGSTROEM)
P (1.615, 1.509, -0.719)
O (-0.769, -0.876, 0.395)
O (-1.838, 1.121, 0.575)
O (-0.840, 0.534, -2.517)
C (-0.606, 0.599, -1.359)
C (-1.230, 0.283, -0.066)
C (-1.126, -1.275, 1.765)
C (1.840, 2.023, -2.281)
H (1.290, 1.699, -3.091)
H (-2.207, -1.799, 1.711)
H (-1.161, -0.240, 2.197)
H (-0.208, -1.825, 2.092)
H (2.776, 2.335, -2.419)

Results
Kohn-Sham gap ... 8.31 eV
HOMO energy ... -8.48 eV


# C4H5OP

The molecule C4H5OP at a distorted geometry (ωB97M-V/def2-TZVPD, the OMol25 dataset).

CARTESIAN COORDINATES (ANGSTROEM)
P (-3.329, 0.125, 0.151)
O (-1.859, 0.561, -0.249)
C (0.535, 1.046, -0.134)
C (-0.536, 0.143, 0.262)
C (1.472, 0.084, -0.286)
C (0.453, -1.013, -0.144)
H (2.553, -0.065, -0.163)
H (0.541, 2.143, -0.275)
H (0.297, -1.423, -1.035)
H (-0.676, 0.133, 1.314)
H (0.549, -1.733, 0.558)

Results
Kohn-Sham gap (spin up / spin down) ... 6.99 / 6.98 eV
HOMO energy (spin up / spin down) ... -7.34 / -7.36 eV


# C4H5OZn

C4H5OZn as an isolated structure at a distorted geometry (ωB97M-V/def2-TZVPD, the OMol25 dataset).

CARTESIAN COORDINATES (ANGSTROEM)
Zn (-1.212, 0.723, 2.188)
O (-0.397, 0.855, 0.705)
C (-0.542, 0.970, -0.536)
C (1.661, -0.031, -1.067)
C (0.454, 0.568, -1.465)
C (2.208, -1.087, -1.749)
H (0.233, 0.712, -2.524)
H (2.166, 0.355, -0.180)
H (-1.373, 1.580, -0.927)
H (1.717, -1.503, -2.630)
H (3.129, -1.560, -1.405)

Results
⟨S²⟩ ... 0.78
Charge ... +2
Kohn-Sham gap (spin up / spin down) ... 4.69 / 5.95 eV
Spin multiplicity ... 2
HOMO energy (spin up / spin down) ... -17.72 / -19.00 eV


# C4H6

The molecule C4H6 at a distorted geometry (ωB97M-V/def2-TZVPD, the OMol25 dataset).

CARTESIAN COORDINATES (ANGSTROEM)
C (-0.684, 0.500, 0.006)
C (1.833, 0.068, -0.059)
C (0.549, -0.387, -0.138)
C (-1.791, -0.143, -0.048)
H (-2.704, 0.322, -0.058)
H (2.006, 1.121, 0.077)
H (-1.583, -1.208, 0.232)
H (2.684, -0.432, 0.241)
H (-0.524, 1.535, -0.135)
H (0.212, -1.375, -0.117)

Results
SMILES string ... C=CC=C
Kohn-Sham gap ... 10.19 eV
HOMO energy ... -9.01 eV


# C4H6

The molecule C4H6 at a distorted geometry (ωB97M-V/def2-TZVPD, the OMol25 dataset).

CARTESIAN COORDINATES (ANGSTROEM)
C (0.044, -0.853, -0.214)
C (0.000, 0.754, -0.274)
C (-1.163, -0.067, 0.262)
C (1.207, 0.078, 0.257)
H (0.001, 1.086, -1.296)
H (-1.438, -0.022, 1.221)
H (-2.127, -0.070, -0.317)
H (0.215, -1.527, -0.966)
H (1.468, 0.170, 1.245)
H (2.073, -0.019, -0.467)

Results
SMILES string ... C1[C@H]2C[C@@H]12
Kohn-Sham gap ... 10.05 eV
HOMO energy ... -8.72 eV


# C4H6

A 2-piece molecular cluster, C4H6 overall at a distorted geometry (ωB97M-V/def2-TZVPD, the OMol25 dataset).

CARTESIAN COORDINATES (ANGSTROEM)
C (-1.650, 0.506, -0.310)
C (2.758, 0.491, 0.303)
C (3.195, -0.538, -0.154)
C (-2.366, -0.460, 0.174)
H (2.502, 1.632, 0.074)
H (-1.054, 0.374, -1.158)
H (3.350, -1.581, -0.178)
H (-2.255, -1.443, -0.155)
H (-2.926, -0.427, 1.171)
H (-1.554, 1.446, 0.234)

Results
SMILES string ... C#C.C=C
Kohn-Sham gap ... 11.44 eV
HOMO energy ... -10.29 eV


# C4H6

The molecule C4H6 (ωB97M-V/def2-TZVPD, the OMol25 dataset).

CARTESIAN COORDINATES (ANGSTROEM)
C (-0.078, 0.274, 0.621)
C (1.221, -0.445, 0.526)
C (-1.031, 0.392, -0.345)
C (-0.925, -0.319, -1.586)
H (-1.743, 0.056, -2.240)
H (1.338, -0.931, -0.444)
H (2.023, 0.291, 0.672)
H (1.317, -1.178, 1.338)
H (-1.867, 1.049, -0.102)
H (-0.254, 0.810, 1.558)

Results
Kohn-Sham gap (spin up / spin down) ... 7.48 / 7.46 eV
HOMO energy (spin up / spin down) ... -8.26 / -8.25 eV